(1)
144
Properties=species:S:1:pos:R:3 method="wB97M-V/def2-TZVPD" fmax_ev_per_a=2.524 spin_multiplicity=1 smiles=COCCNCCOC.COCCNCCOC.CC(C)O.CC(C)O.CC(C)O.CC(C)O.CC(C)O.CC(C)O.CC(C)O.CC(C)O e_tot_ev=-66402.5569 gap_ev=8.9 e_homo_ev=-8.598 lumo_energy_ev=0.34
C 5.6640 -0.1350 -1.7350
O 5.4648 0.1796 -0.3417
C 6.4577 -0.5010 0.3728
C 6.3072 -0.1899 1.8588
N 4.9869 -0.6086 2.3609
C 4.7619 -0.2393 3.7311
C 3.3223 -0.6330 4.2056
O 2.3336 0.2376 3.6092
C 0.9666 -0.0378 3.9182
H 4.8601 0.0764 -2.4402
H 5.8750 -1.1934 -1.8880
H 6.5523 0.3574 -2.1306
H 7.4434 -0.1840 0.0320
H 6.3648 -1.5785 0.2365
H 6.4099 0.8846 2.0105
H 7.1573 -0.6178 2.3902
H 4.2571 -0.2855 1.7419
H 4.7019 0.8414 3.8593
H 5.5459 -0.5282 4.4310
H 3.1460 -0.6168 5.2811
H 3.0455 -1.6564 3.9520
H 0.7286 -0.1280 4.9780
H 0.6676 -0.9831 3.4654
H 0.3873 0.8252 3.5897
C -1.1675 3.7455 -2.2039
O -0.1374 3.3763 -1.3457
C 1.0780 3.3544 -2.1442
C 2.2553 3.0586 -1.2652
N 2.7741 4.1811 -0.4536
C 3.9684 3.8104 0.3433
C 3.4612 3.0048 1.6229
O 3.2571 4.0352 2.6323
C 2.6553 3.5481 3.8480
H -2.0590 3.6941 -1.5789
H -1.1455 3.1689 -3.1286
H -1.0135 4.8070 -2.3979
H 1.2501 4.2771 -2.6984
H 0.9071 2.5930 -2.9052
H 3.0854 2.7126 -1.8811
H 1.9540 2.2296 -0.6248
H 2.1095 4.5132 0.2306
H 4.4969 4.6852 0.7222
H 4.7028 3.2974 -0.2776
H 4.2804 2.3631 1.9472
H 2.6080 2.3355 1.5123
H 1.8195 2.8725 3.6660
H 2.1729 4.3369 4.4253
H 3.3207 2.9584 4.4785
C -6.2470 2.1475 1.2773
C -5.6630 1.1942 2.3548
C -4.1942 1.4339 2.5961
O -6.3216 1.4243 3.5381
H -5.9583 3.1673 1.5317
H -7.3295 2.0202 1.2789
H -5.9103 1.8557 0.2825
H -5.9271 0.1728 2.0811
H -3.9881 2.4960 2.7288
H -3.7556 0.9495 1.7238
H -3.9471 0.9058 3.5170
H -5.7847 1.9942 4.0936
C -1.3215 3.0534 1.9943
C -1.7846 4.4487 2.0927
C -0.7949 5.3730 2.8083
O -1.7650 4.9901 0.7706
H -0.2643 2.8839 1.7899
H -1.8848 2.4464 1.2855
H -1.4560 2.5969 2.9750
H -2.7879 4.4862 2.5170
H -0.5252 5.0299 3.8072
H -1.2542 6.3555 2.9168
H 0.1421 5.4010 2.2521
H -1.4263 4.2835 0.2159
C 1.0116 -4.1503 -2.7437
C -0.4164 -4.5725 -2.8676
C -0.6641 -6.0844 -3.1890
O -1.1222 -4.2148 -1.6704
H 1.5302 -4.6101 -1.9025
H 1.1844 -3.0749 -2.7026
H 1.6116 -4.4713 -3.5952
H -0.8994 -4.0834 -3.7135
H -0.0386 -6.3713 -4.0343
H -1.6690 -6.3586 -3.5100
H -0.4094 -6.7397 -2.3561
H -0.9245 -3.2789 -1.5891
C 1.8257 -3.8127 1.8447
C 0.5788 -4.0623 2.5888
C -0.2984 -5.2125 2.0555
O 0.7279 -4.2737 3.9780
H 2.6313 -4.5410 1.9375
H 2.2177 -2.8591 2.1984
H 1.6345 -3.7971 0.7717
H -0.0289 -3.1689 2.4457
H -1.2071 -5.2957 2.6517
H 0.3190 -6.1106 2.0745
H -0.5611 -4.9381 1.0339
H 1.0442 -3.4645 4.3863
C 1.8641 0.4210 -4.9093
C 0.3671 0.1631 -5.0163
C -0.0713 -1.1869 -5.4931
O -0.0692 0.2767 -3.6897
H 2.3860 -0.3741 -4.3767
H 2.1694 1.3864 -4.5055
H 2.3575 0.4333 -5.8811
H -0.0645 0.8753 -5.7196
H -1.1400 -1.3554 -5.3598
H 0.3589 -2.1028 -5.0880
H 0.1274 -1.3099 -6.5577
H -1.0187 0.2334 -3.8247
C 1.8671 -1.0037 -0.6595
C 0.3621 -1.1195 -0.2456
C -0.1378 0.2216 0.2142
O -0.3636 -1.5224 -1.3960
H 2.3127 -1.9702 -0.8946
H 2.4705 -0.6301 0.1678
H 2.0710 -0.3869 -1.5348
H 0.2512 -1.9148 0.4915
H 0.3220 0.5596 1.1428
H -1.2126 0.2000 0.3945
H 0.0194 1.0335 -0.4958
H -0.1844 -0.8822 -2.0887
C -4.9936 1.3341 -3.6934
C -3.5976 1.1972 -3.2396
C -3.4039 0.2083 -2.1112
O -2.7704 0.6850 -4.2934
H -5.6499 1.5586 -2.8526
H -5.3633 0.4406 -4.1964
H -5.1922 2.1670 -4.3680
H -3.1022 2.0949 -2.8698
H -4.0911 0.3713 -1.2809
H -2.4035 0.2146 -1.6784
H -3.5709 -0.7874 -2.5221
H -2.9048 1.2551 -5.0540
C -5.4361 -3.5874 1.0224
C -4.2191 -3.3046 0.1298
C -3.2253 -2.4152 0.8106
O -3.5547 -4.4856 -0.1948
H -6.1183 -4.3049 0.5665
H -5.9983 -2.7062 1.3315
H -5.0932 -3.9995 1.9715
H -4.5890 -2.8147 -0.7709
H -2.5076 -2.1351 0.0394
H -2.7190 -2.9659 1.6034
H -3.7425 -1.5257 1.1703
H -2.7689 -4.3485 -0.7289


(2)
147
Properties=species:S:1:pos:R:3 method="wB97M-V/def2-TZVPD" fmax_ev_per_a=0.646 spin_multiplicity=1 smiles="O=C1C=CC(=O)c2c(CCCNCc3ccccc3O)cccc21.C1CCOC1.C1CCOC1.C1CCOC1.C1CCOC1.C1CCOC1.C1CCOC1.C1CCOC1.C1CCOC1" e_tot_ev=-79278.8878 gap_ev=7.7 e_homo_ev=-8.419 lumo_energy_ev=-0.67
O 5.3104 1.8074 3.2127
C 4.2059 2.1009 3.6022
C 3.7533 1.7570 4.9729
C 2.7819 2.4654 5.5430
C 2.1809 3.6287 4.8269
O 1.7769 4.5768 5.4613
C 2.1742 3.5536 3.3446
C 1.2009 4.1865 2.5567
C 0.0568 4.9543 3.1927
C -1.2129 5.1128 2.3396
C -2.4894 4.9089 3.1737
N -3.5649 5.8232 2.8136
C -4.4542 5.3192 1.7726
C -5.2593 4.1112 2.1894
C -6.3142 4.2251 3.0944
C -7.0650 3.1249 3.4993
C -6.7663 1.8672 2.9806
C -5.7283 1.7316 2.0655
C -4.9795 2.8413 1.6769
O -3.9409 2.7067 0.7815
C 1.3294 4.0823 1.1634
C 2.3752 3.3689 0.5720
C 3.3148 2.7224 1.3684
C 3.2137 2.8130 2.7510
H 4.2332 0.9382 5.4918
H 2.4168 2.2945 6.5469
H -0.2172 4.4186 4.1042
H 0.4304 5.9183 3.5382
H -1.2075 4.3669 1.5463
H -1.2569 6.0990 1.8791
H -2.2635 5.0615 4.2304
H -2.7949 3.8598 3.0734
H -4.0802 6.1212 3.6280
H -5.1600 6.1143 1.5219
H -3.8750 5.1018 0.8792
H -6.5687 5.2000 3.4972
H -7.8690 3.2452 4.2119
H -7.3326 0.9954 3.2787
H -5.4959 0.7576 1.6497
H -4.1804 2.0495 0.1214
H 0.6001 4.5718 0.5347
H 2.4385 3.3194 -0.5069
H 4.1167 2.1649 0.9036
C 4.0009 -1.3645 -2.1374
C 2.6679 -1.2353 -1.4083
C 2.9011 0.0082 -0.5610
O 3.8037 0.8365 -1.3005
C 4.3594 0.0919 -2.3925
H 3.9407 -1.9471 -3.0522
H 4.7421 -1.8313 -1.4834
H 1.8662 -1.0574 -2.1282
H 2.4046 -2.1128 -0.8211
H 3.3710 -0.2425 0.3978
H 1.9908 0.5751 -0.3598
H 3.9133 0.4520 -3.3236
H 5.4363 0.2645 -2.4311
C 3.0412 -0.8363 -7.9960
C 3.6797 -2.0062 -7.2516
C 4.1166 -1.3373 -5.9560
O 3.1763 -0.2897 -5.7000
C 2.3686 -0.0774 -6.8595
H 2.3394 -1.1421 -8.7708
H 3.8129 -0.2169 -8.4593
H 2.9340 -2.7719 -7.0494
H 4.5019 -2.4741 -7.7868
H 5.1129 -0.8903 -6.0510
H 4.1261 -2.0263 -5.1128
H 1.3631 -0.4668 -6.6642
H 2.2930 0.9947 -7.0459
C -0.3589 4.8475 8.0278
C -0.6648 4.6777 9.5147
C -2.1109 5.1509 9.5880
O -2.7036 4.8247 8.3299
C -1.6863 4.4521 7.3978
H 0.4729 4.2446 7.6728
H -0.1325 5.8924 7.8071
H -0.5979 3.6236 9.7943
H -0.0025 5.2452 10.1668
H -2.1652 6.2355 9.7326
H -2.6803 4.6683 10.3834
H -1.7413 3.3697 7.2317
H -1.8728 4.9565 6.4490
C -7.3136 7.3726 -1.5378
C -6.7194 6.6361 -2.7364
C -5.9881 5.4867 -2.0557
O -6.7302 5.1825 -0.8739
C -7.6833 6.2151 -0.6199
H -8.1675 8.0009 -1.7864
H -6.5527 8.0001 -1.0685
H -7.5178 6.2521 -3.3753
H -6.0602 7.2505 -3.3474
H -4.9717 5.7785 -1.7682
H -5.9274 4.5916 -2.6763
H -8.6850 5.8333 -0.8451
H -7.6456 6.4789 0.4383
C 3.4244 -7.1134 -9.2065
C 2.0897 -6.9833 -8.4763
C 2.3282 -5.7470 -7.6199
O 3.2317 -4.9171 -8.3546
C 3.7841 -5.6535 -9.4482
H 3.3667 -7.6902 -10.1282
H 4.1646 -7.5832 -8.5553
H 1.2861 -6.7986 -9.1925
H 1.8245 -7.8585 -7.8855
H 2.7910 -6.0103 -6.6626
H 1.4150 -5.1851 -7.4180
H 3.3412 -5.2857 -10.3801
H 4.8600 -5.4790 -9.4850
C 0.4563 -6.2842 -0.2542
C 0.2621 -6.5789 -1.7393
C 0.5004 -5.2081 -2.3598
O 1.4449 -4.5461 -1.5169
C 1.5919 -5.2720 -0.2892
H 0.7006 -7.1621 0.3428
H -0.4486 -5.8296 0.1536
H 1.0195 -7.2883 -2.0822
H -0.7199 -6.9835 -1.9817
H -0.4215 -4.6203 -2.3862
H 0.9094 -5.2642 -3.3708
H 2.5622 -5.7688 -0.2836
H 1.5612 -4.5686 0.5458
C -4.5550 -2.3404 1.0123
C -3.2518 -1.7569 1.5560
C -2.2642 -2.8756 1.2497
O -2.7416 -3.5167 0.0648
C -4.0679 -3.0777 -0.2276
H -5.3131 -1.5918 0.7847
H -4.9788 -3.0458 1.7303
H -2.9842 -0.8531 1.0030
H -3.2923 -1.5067 2.6149
H -2.2381 -3.6115 2.0618
H -1.2487 -2.5183 1.0743
H -4.0356 -2.4121 -1.0975
H -4.6813 -3.9438 -0.4788
C 6.4820 -6.7379 0.9574
C 6.1226 -7.0890 2.3995
C 4.6537 -6.6911 2.4543
O 4.1328 -6.9005 1.1399
C 5.2053 -7.1209 0.2214
H 7.3574 -7.2651 0.5815
H 6.6642 -5.6650 0.8664
H 6.2305 -8.1635 2.5630
H 6.7265 -6.5693 3.1416
H 4.5394 -5.6330 2.7136
H 4.0755 -7.2849 3.1630
H 5.2133 -8.1785 -0.0637
H 5.0327 -6.5227 -0.6749


(3)
73
Properties=species:S:1:pos:R:3 method="wB97M-V/def2-TZVPD" fmax_ev_per_a=2.384 spin_multiplicity=1 smiles="N#C[C@H](N)[C@@](C#N)(CC=O)C[C@@H]1CO1.O=C1c2ccccc2C(=O)c2ccccc21.O=C1c2ccccc2C(=O)c2ccccc21" e_tot_ev=-55560.2150 gap_ev=8.7 e_homo_ev=-9.443 lumo_energy_ev=-0.74
N -2.1920 -0.2096 -3.5890
C -2.7330 -0.5723 -4.5443
C -3.7385 -0.8175 -5.6049
N -3.2975 -0.3150 -6.9181
C -5.1629 -0.3765 -5.2013
C -5.3896 -0.8472 -3.8175
N -5.5917 -1.3953 -2.8155
C -5.4274 1.1575 -5.2398
C -4.1983 2.0565 -5.2947
O -3.7967 2.7176 -4.3807
C -6.1459 -1.1556 -6.1026
C -7.5749 -0.8129 -5.6812
C -8.1922 -1.7623 -4.7068
O -8.5562 -1.6991 -6.0956
H -3.7747 -1.9046 -5.6942
H -4.1060 0.1296 -7.3338
H -3.0902 -1.1073 -7.5095
H -5.9568 1.4216 -4.3266
H -6.1082 1.4342 -6.0442
H -3.6782 2.1313 -6.2691
H -6.0548 -0.8371 -7.1393
H -6.0649 -2.2275 -5.9611
H -7.8259 0.2262 -5.5764
H -8.8101 -1.1652 -4.0560
H -7.6718 -2.6612 -4.4366
O 3.9324 2.0734 0.8960
C 3.3911 1.2551 0.1750
C 2.1958 1.6226 -0.6269
C 1.7093 2.9223 -0.5653
C 0.6188 3.2890 -1.3359
C 0.0098 2.3599 -2.1728
C 0.4795 1.0587 -2.2262
C 1.5688 0.6827 -1.4507
C 2.0524 -0.7230 -1.5033
O 1.4807 -1.5552 -2.1755
C 3.2634 -1.0856 -0.7141
C 3.7515 -2.3840 -0.7769
C 4.8936 -2.7287 -0.0743
C 5.5546 -1.7766 0.6944
C 5.0649 -0.4843 0.7709
C 3.9156 -0.1336 0.0723
H 2.1858 3.6459 0.0815
H 0.2436 4.3030 -1.2893
H -0.8357 2.6508 -2.7832
H -0.0001 0.3408 -2.8721
H 3.2395 -3.1223 -1.3782
H 5.2739 -3.7404 -0.1275
H 6.4521 -2.0455 1.2358
H 5.5776 0.2532 1.3711
O 0.9520 0.6654 4.5384
C 1.8290 0.3941 5.3318
C 3.2493 0.7357 5.0472
C 3.5669 1.3928 3.8656
C 4.8784 1.7503 3.6028
C 5.8786 1.4529 4.5250
C 5.5706 0.7832 5.6979
C 4.2575 0.4167 5.9616
C 3.9431 -0.3179 7.2161
O 4.8244 -0.6427 7.9855
C 2.5195 -0.6413 7.5106
C 2.2012 -1.2955 8.6941
C 0.8793 -1.5742 8.9957
C -0.1316 -1.2001 8.1160
C 0.1815 -0.5601 6.9292
C 1.5068 -0.2824 6.6191
H 2.7892 1.6282 3.1535
H 5.1214 2.2629 2.6880
H 6.9020 1.7433 4.3247
H 6.3487 0.5477 6.4110
H 2.9872 -1.5817 9.3790
H 0.6330 -2.0806 9.9197
H -1.1650 -1.4109 8.3578
H -0.6035 -0.2721 6.2438


(4)
19
Properties=species:S:1:pos:R:3 method="wB97M-V/def2-TZVPD" fmax_ev_per_a=3.866 spin_multiplicity=1 smiles="C/C=C/C.O=C=S.N" e_tot_ev=-19734.6143 gap_ev=9.3 e_homo_ev=-8.871 lumo_energy_ev=0.46
C 1.5118 -0.1957 0.6796
C 0.4244 0.3814 -0.1286
C 0.5263 1.0665 -1.2968
C -0.5791 1.8100 -1.9930
H 2.0816 -0.9123 0.2078
H 2.1147 0.6430 1.0430
H 1.0305 -0.6644 1.5542
H -0.3572 0.7684 0.5280
H 1.3225 0.7849 -1.9285
H -0.9047 1.2239 -2.8132
H -1.4392 2.0293 -1.4151
H 0.0134 2.7715 -2.3081
O 1.0316 -1.7027 -1.9282
C -0.0224 -1.4344 -1.5443
S -1.5630 -1.3879 -1.4198
N -1.4009 -1.0298 3.1834
H -0.8487 -1.2016 4.0551
H -0.8139 -1.2041 2.4005
H -2.1275 -1.7461 3.1240


(5)
9
Properties=species:S:1:pos:R:3 method="wB97M-V/def2-TZVPD" fmax_ev_per_a=2.352 spin_multiplicity=1 e_tot_ev=-18194.3431 gap_ev=7.8 e_homo_ev=-7.883 lumo_energy_ev=-0.12
C 0.5234 -0.7320 0.0008
C 1.4059 0.3782 0.0966
N -0.3466 -1.4971 -0.0929
O -2.0982 1.2114 -0.1051
Cl -2.8197 -0.1960 -0.1482
H 1.3160 0.8082 1.0972
H 1.0612 1.1249 -0.6250
H 2.4457 0.1227 -0.1048
H -1.4877 -1.2205 -0.1187